# 1
This record from the Open Molecules 2025 dataset describes 2 unconnected molecules or ions with the total composition C5H9NO2 in a non-equilibrium geometry. The level of theory is wB97M-V/def2-TZVPD.

Last column: Löwdin charge in e.
Positions of all 17 atoms, in Å:
C1 -1.5150 -1.0517 0.4932  -0.033
C2 -1.1731 -0.1705 -0.6770  -0.422
O1 -0.7300 -0.7799 -1.8382  0.011
C3 -1.5130 1.1338 -0.6369  -0.111
O2 -2.1500 2.0587 -1.0075  0.144
H1 -1.4045 -2.1120 0.2672  0.088
H2 -0.8440 -0.8341 1.3253  0.048
H3 -2.5265 -0.8315 0.8282  0.081
H4 0.2293 -0.6249 -1.8734  0.074
C4 2.0420 -0.5317 -0.1352  -0.012
C5 1.4178 0.6479 0.0051  -0.261
N1 0.6169 1.1540 1.1228  0.018
H5 2.5569 -0.7562 -1.0532  0.051
H6 1.8035 -1.3850 0.4805  0.058
H7 1.6845 1.4683 -0.6509  0.108
H8 0.8429 2.0889 1.4319  0.082
H9 0.6623 0.5258 1.9180  0.074

Results
* Kohn-Sham gap: 8.44 eV
* energy relative to the best compared isomer or geometry (same formula, charge and spin): 89.99 kcal per mole

---

# 2
This record from the Open Molecules 2025 dataset describes a single C4H6INO2 molecule in a non-equilibrium geometry. The level of theory is wB97M-V/def2-TZVPD.

Last column: Löwdin charge in e.
Positions of all 14 atoms, in Å:
C1 -1.2034 0.9621 0.2656  -0.512
C2 0.2709 -0.3957 -1.3373  -0.254
C3 1.3492 0.5389 -0.9492  -0.583
C4 -0.3683 -0.2078 0.0235  -0.291
N1 -0.1322 -1.0978 1.0475  0.065
O1 -1.3503 1.8751 -0.5105  0.098
O2 -1.8681 0.9325 1.4443  0.111
I1 3.0007 -0.1130 0.1423  0.829
H1 -0.3349 -0.0118 -2.1553  0.119
H2 0.5884 -1.4230 -1.5068  0.105
H3 1.2036 1.6011 -0.9876  0.037
H4 -1.7344 0.0827 1.8906  0.096
H5 0.3390 -0.7517 1.8783  0.087
H6 0.2397 -1.9918 0.7547  0.094

Results
* Kohn-Sham gap: 7.99 eV
* energy relative to the best compared isomer or geometry (same formula, charge and spin): 29.71 kcal per mole

---

# 3
This record from the Open Molecules 2025 dataset describes a single C3H10N4O3S molecule in a non-equilibrium geometry. The level of theory is wB97M-V/def2-TZVPD.

Last column: Löwdin charge in e.
Positions of all 21 atoms, in Å:
N1 3.1651 -0.3679 0.3210  0.021
C1 1.8734 -0.9415 0.3792  -0.188
C2 0.5875 -0.2618 -0.7556  -0.315
N2 -0.6533 -0.8493 -0.5570  0.020
C3 -1.6115 0.0724 0.0258  -0.765
N3 -2.4184 -0.6266 1.0053  0.098
N4 -2.4530 0.4716 -1.0027  0.146
O1 -0.9260 1.1116 0.6469  -0.132
S1 0.4566 1.4084 -0.1517  0.661
O2 0.2491 2.2888 -1.2725  -0.273
O3 1.4403 1.7869 0.7811  -0.260
H1 3.6006 -0.3455 -0.5894  0.089
H2 3.1805 0.4416 0.8896  0.050
H3 1.2516 -0.7217 1.2718  0.107
H4 1.7951 -1.9625 0.0996  0.080
H5 1.0786 -0.3274 -1.7955  0.149
H6 -0.6409 -1.6732 0.0989  0.141
H7 -2.0658 -1.4171 1.6345  0.122
H8 -3.0064 0.0289 1.5161  0.086
H9 -2.0157 0.5200 -1.8283  0.039
H10 -2.8874 1.3641 -0.7172  0.123

Results
* Kohn-Sham gap: 9.65 eV
* energy relative to the best compared isomer or geometry (same formula, charge and spin): 16.89 kcal per mole

---

# 4
This record from the Open Molecules 2025 dataset describes 2 unconnected molecules or ions with the total composition C6H9N2O2 in a non-equilibrium geometry. The level of theory is wB97M-V/def2-TZVPD.

Last column: Löwdin charge in e.
Positions of all 19 atoms, in Å:
C1 1.1913 -1.8416 3.4901  -0.034
C2 1.2796 -0.6888 2.4963  -0.848
O1 0.2745 -0.1367 2.0836  -0.069
O2 2.3709 -0.5856 2.0450  -0.011
H1 0.9255 -1.5636 4.4192  0.003
H2 2.2568 -2.1813 3.5294  0.074
H3 0.5535 -2.6548 3.0480  0.082
C3 -0.9508 1.3523 -3.5703  -0.099
C4 -0.8776 -0.5989 -0.5492  -0.165
C5 -0.3404 1.5280 -1.0195  -0.055
C6 -1.0054 0.8645 -2.1768  -0.381
N1 -0.4273 0.6279 -0.0139  0.042
N2 -1.2756 -0.4110 -1.7995  0.028
H4 -0.1137 0.7988 0.9405  0.060
H5 -0.9212 -1.5263 -0.0225  0.098
H6 0.0454 2.4685 -1.2328  0.072
H7 -1.4310 2.3979 -3.5979  0.085
H8 -1.6301 0.7882 -4.2427  0.070
H9 0.0755 1.3627 -3.8270  0.048

Results
* Kohn-Sham gap: 8.01 eV
* energy relative to the best compared isomer or geometry (same formula, charge and spin): 50.35 kcal per mole
* net charge: -1

---

# 5
This record from the Open Molecules 2025 dataset describes 4 unconnected molecules or ions with the total composition C16H29F3NO6 in a non-equilibrium geometry. The level of theory is wB97M-V/def2-TZVPD.

Last column: Löwdin charge in e.
Positions of all 55 atoms, in Å:
N1 -0.6391 -1.7701 3.3670  0.049
C1 -1.1201 -2.6885 2.3458  -0.326
C2 -2.5696 -2.4885 2.0439  -0.121
O1 -3.3777 -2.6604 3.2350  0.066
C3 -4.4217 -3.4777 3.0948  -0.737
F1 -5.2455 -3.1125 2.0860  0.132
F2 -4.0905 -4.7490 2.8809  0.177
F3 -5.1589 -3.4304 4.2128  0.147
C4 -0.8052 -4.1768 2.6001  -0.691
O2 -0.3619 -4.4993 3.7222  -0.054
O3 -1.0304 -4.9375 1.6153  -0.086
H1 -0.8956 -2.1116 4.2794  0.063
H2 0.3626 -1.7424 3.2903  0.061
H3 -0.6171 -2.4225 1.4224  0.127
H4 -2.8244 -3.2048 1.2762  0.122
H5 -2.7638 -1.4965 1.6576  0.127
C5 -0.3340 -4.5400 -2.2923  -0.163
C6 -0.2251 -3.6861 -3.5529  -0.178
C7 -0.9592 -2.4202 -3.1338  -0.224
O4 -0.7629 -2.2787 -1.7287  -0.161
C8 -0.2018 -3.4993 -1.1941  -0.181
H6 0.4220 -5.3198 -2.2236  0.112
H7 -1.3171 -5.0132 -2.2419  0.117
H8 0.8243 -3.4599 -3.7609  0.109
H9 -0.6558 -4.1495 -4.4410  0.105
H10 -2.0358 -2.5043 -3.3270  0.118
H11 -0.5859 -1.5277 -3.6435  0.100
H12 0.8498 -3.3128 -0.9474  0.123
H13 -0.7260 -3.7841 -0.2811  0.083
C9 0.9792 1.7955 -2.1933  -0.166
C10 -0.3274 1.6346 -2.9656  -0.173
C11 -1.2736 1.1586 -1.8711  -0.196
O5 -0.8133 1.7545 -0.6544  -0.131
C12 0.4832 2.3185 -0.8528  -0.210
H14 1.6937 2.4667 -2.6691  0.107
H15 1.4577 0.8222 -2.0633  0.114
H16 -0.6533 2.6033 -3.3555  0.108
H17 -0.2627 0.9369 -3.8001  0.097
H18 -1.2361 0.0719 -1.7598  0.097
H19 -2.3091 1.4563 -2.0478  0.116
H20 0.3888 3.4107 -0.8640  0.106
H21 1.1310 2.0391 -0.0232  0.114
C13 3.9030 5.7188 1.9513  -0.174
C14 2.8960 6.5548 1.1679  -0.173
C15 2.7139 5.7184 -0.0912  -0.210
O6 2.9037 4.3577 0.2964  -0.152
C16 3.4546 4.3034 1.6150  -0.200
H22 3.9025 5.9182 3.0218  0.110
H23 4.9123 5.8954 1.5716  0.111
H24 1.9543 6.6165 1.7177  0.114
H25 3.2336 7.5686 0.9566  0.108
H26 3.4645 5.9714 -0.8490  0.116
H27 1.7235 5.8302 -0.5346  0.113
H28 2.6743 3.9599 2.3019  0.122
H29 4.2721 3.5824 1.6328  0.117

Results
* Kohn-Sham gap: 6.66 eV
* net charge: -1

---

# 6
This record from the Open Molecules 2025 dataset describes a single C4H7NO2 molecule. The level of theory is wB97M-V/def2-TZVPD.

Last column: Löwdin charge in e.
Positions of all 14 atoms, in Å:
H1 0.9845 -1.6359 1.6089  0.069
N1 0.0644 -1.4255 1.2224  0.193
C1 -0.0190 -0.1886 0.9976  -0.514
C2 1.0028 0.9011 1.1612  -0.002
O1 -1.1401 0.3416 0.4026  -0.069
C3 -1.3961 -0.0772 -0.9350  -0.139
C4 -0.0985 -0.3560 -1.6833  -0.249
O2 0.3665 -1.4583 -1.8141  0.077
H2 1.8610 0.6069 1.7675  0.083
H3 1.3505 1.1511 0.1510  0.081
H4 0.5264 1.7980 1.5687  0.090
H5 -2.0309 -0.9634 -0.9684  0.128
H6 -1.9060 0.7718 -1.3983  0.126
H7 0.4346 0.5343 -2.0807  0.127

Results
* Kohn-Sham gap: 10.51 eV
* energy relative to the best compared isomer or geometry (same formula, charge and spin): 48.77 kcal per mole

---

# 7
This record from the Open Molecules 2025 dataset describes a molecular structure, C40H86AsF6N2O14S7 in a non-equilibrium geometry. The level of theory is wB97M-V/def2-TZVPD.

Last column: Löwdin charge in e.
Positions of all 156 atoms, in Å:
As1 12.9337 9.6678 -9.3309  0.724
F1 13.5768 11.0925 -8.6068  -0.233
F2 11.5299 10.5235 -9.8998  -0.242
F3 12.1715 8.2426 -9.9749  -0.238
F4 14.2654 8.7095 -8.7960  -0.227
F5 12.0489 9.3839 -7.8606  -0.244
F6 13.7504 9.9443 -10.8273  -0.224
C1 9.4815 10.3797 -5.4028  -0.073
C2 10.4235 9.7858 -4.3639  -0.257
N1 10.9729 10.7827 -3.4577  -0.188
C3 11.4710 10.2262 -2.2098  -0.256
C4 11.5543 11.2656 -1.1014  -0.098
C5 11.7880 11.8138 -4.0720  -0.241
C6 13.1099 11.3299 -4.6727  -0.070
H1 8.6271 10.8486 -4.9140  0.083
H2 9.0833 9.6110 -6.0717  0.065
H3 9.9696 11.0821 -6.0745  0.039
H4 9.8470 9.0527 -3.8032  0.101
H5 11.2249 9.2139 -4.8606  0.090
H6 10.8135 9.4190 -1.9006  0.108
H7 12.4963 9.8420 -2.3640  0.106
H8 12.2699 12.0652 -1.2831  0.057
H9 10.5791 11.6811 -0.8370  0.074
H10 11.8628 10.7575 -0.1793  0.070
H11 11.9996 12.5737 -3.3159  0.099
H12 11.1446 12.3194 -4.7932  0.097
H13 13.6194 12.2197 -5.0662  0.071
H14 13.0011 10.6550 -5.5129  0.050
H15 13.7564 10.9359 -3.8858  0.069
C7 16.1724 10.5531 -13.2129  -0.076
C8 15.1136 9.5869 -13.7044  -0.260
N2 15.3995 9.1075 -15.0521  -0.197
C9 16.1289 7.8612 -15.0937  -0.247
C10 15.3893 6.6163 -14.6019  -0.074
C11 14.3124 9.2367 -16.0015  -0.273
C12 14.0435 10.6766 -16.3660  -0.084
H16 15.9221 10.8282 -12.1807  0.060
H17 16.1874 11.4939 -13.7645  0.066
H18 17.1552 10.0843 -13.2045  0.069
H19 15.0558 8.7370 -13.0098  0.090
H20 14.0894 9.9634 -13.6433  0.100
H21 16.4415 7.6670 -16.1250  0.110
H22 17.0617 7.9854 -14.5345  0.111
H23 14.3717 6.5699 -14.9942  0.049
H24 15.8997 5.6965 -14.8915  0.077
H25 15.2767 6.5971 -13.5154  0.042
H26 13.3816 8.7571 -15.6384  0.111
H27 14.5758 8.6383 -16.8796  0.115
H28 14.8588 11.1128 -16.9417  0.076
H29 13.8716 11.2777 -15.4683  0.056
H30 13.1170 10.8018 -16.9337  0.072
C13 9.0864 6.9831 -8.5060  -0.201
C14 9.1738 8.0802 -9.5878  -0.199
C15 7.8117 8.2776 -10.2780  -0.203
S1 6.7169 7.0253 -9.6121  0.656
O1 6.8560 5.7891 -10.3442  -0.321
O2 5.4093 7.5872 -9.3902  -0.332
C16 7.6386 6.8350 -8.0796  -0.216
H31 9.6498 7.2410 -7.6147  0.083
H32 9.4866 6.0583 -8.9255  0.106
H33 9.8826 7.8889 -10.3850  0.070
H34 9.5440 8.9870 -9.1113  0.093
H35 7.8402 8.1738 -11.3601  0.105
H36 7.4215 9.2617 -10.0238  0.082
H37 7.2873 5.8648 -7.7302  0.106
H38 7.2970 7.6332 -7.4210  0.108
C17 11.9139 6.4860 -12.5182  -0.218
C18 11.7307 5.6931 -13.8101  -0.218
C19 12.0157 4.2579 -13.4134  -0.224
S2 11.2809 4.0275 -11.7820  0.668
O3 12.2942 3.5104 -10.9001  -0.322
O4 9.9899 3.4003 -11.9007  -0.321
C20 11.0139 5.7972 -11.5047  -0.234
H39 11.6962 7.5512 -12.5788  0.117
H40 12.9466 6.4018 -12.1606  0.102
H41 12.3860 5.9957 -14.6259  0.088
H42 10.7161 5.8496 -14.1901  0.123
H43 13.0869 4.1745 -13.2036  0.099
H44 11.7646 3.4492 -14.0946  0.107
H45 11.1704 5.9783 -10.4454  0.080
H46 9.9636 5.9712 -11.7453  0.106
C21 14.9392 5.8622 -9.9042  -0.227
C22 16.0204 6.7754 -10.4708  -0.218
C23 17.2964 5.9401 -10.5458  -0.202
S3 17.1369 4.6776 -9.2496  0.668
O5 18.1902 4.8024 -8.2773  -0.326
O6 16.9401 3.3851 -9.8720  -0.339
C24 15.5214 5.2252 -8.6620  -0.215
H47 14.7944 5.0999 -10.6788  0.112
H48 14.0038 6.3499 -9.6382  0.096
H49 16.1307 7.6622 -9.8442  0.095
H50 15.7787 7.1909 -11.4507  0.083
H51 18.2095 6.4956 -10.3409  0.099
H52 17.4293 5.4278 -11.4974  0.098
H53 15.8091 5.9961 -7.9361  0.082
H54 15.0503 4.3979 -8.1414  0.111
C25 13.2443 6.6750 -5.9144  -0.205
C26 11.7802 6.3259 -6.2028  -0.224
C27 11.4122 5.3293 -5.1315  -0.215
S4 12.0114 6.0893 -3.5924  0.682
O7 12.5250 5.1123 -2.6667  -0.328
O8 11.0299 7.0428 -3.1330  -0.333
C28 13.3333 7.0008 -4.4330  -0.218
H55 13.5103 7.5718 -6.4766  0.096
H56 13.9452 5.8837 -6.1760  0.110
H57 11.7176 5.8837 -7.1960  0.117
H58 11.1858 7.2314 -6.0978  0.093
H59 12.0261 4.4253 -5.1910  0.108
H60 10.3727 5.0284 -5.0269  0.107
H61 14.2758 6.7001 -3.9751  0.098
H62 13.2285 8.0522 -4.1664  0.086
C29 9.9390 14.0822 -7.9815  -0.211
C30 8.8056 14.8655 -8.6588  -0.220
C31 7.5907 13.9428 -8.7240  -0.213
S5 8.2726 12.3065 -9.0561  0.660
O9 8.1606 11.9705 -10.4509  -0.316
O10 7.6923 11.3902 -8.1101  -0.325
C32 9.9798 12.7276 -8.6327  -0.229
H63 9.7017 14.0254 -6.9143  0.116
H64 10.8797 14.6239 -8.0719  0.112
H65 9.0755 15.1724 -9.6756  0.111
H66 8.6115 15.8093 -8.1480  0.113
H67 6.9132 14.1708 -9.5405  0.104
H68 7.1473 13.9072 -7.7310  0.104
H69 10.4387 12.8239 -9.6193  0.084
H70 10.4223 11.8598 -8.1508  0.082
C33 13.5068 12.8638 -12.3668  -0.227
C34 13.4581 13.3226 -10.9229  -0.220
C35 13.3817 14.8445 -10.9277  -0.208
S6 12.3936 15.2652 -12.4014  0.669
O11 13.1348 16.1513 -13.2561  -0.329
O12 11.0460 15.5542 -11.9794  -0.340
C36 12.3989 13.5996 -13.0969  -0.220
H71 13.3254 11.7937 -12.4583  0.094
H72 14.4632 13.0735 -12.8515  0.116
H73 14.3718 12.9805 -10.4397  0.113
H74 12.5795 12.9506 -10.3960  0.093
H75 14.3686 15.2713 -11.1278  0.100
H76 12.9746 15.4038 -10.0901  0.096
H77 12.4210 13.6221 -14.1857  0.103
H78 11.4149 13.1758 -12.8796  0.108
C37 17.0512 11.3998 -6.7016  -0.212
C38 18.4993 10.9451 -6.4881  -0.219
C39 18.4017 9.6895 -5.6318  -0.239
S7 17.0112 8.7581 -6.2787  0.678
O13 16.2608 8.3321 -5.1213  -0.322
O14 17.4997 7.7723 -7.2114  -0.318
C40 16.2538 10.1683 -7.1447  -0.216
H79 17.0617 12.1262 -7.5158  0.113
H80 16.6280 11.8844 -5.8218  0.114
H81 19.0729 11.6640 -5.9032  0.113
H82 18.9896 10.7136 -7.4338  0.119
H83 18.1285 9.9674 -4.6125  0.103
H84 19.2884 9.0636 -5.5611  0.108
H85 15.1825 10.2110 -6.9952  0.072
H86 16.5060 10.0496 -8.1977  0.101

Results
* Kohn-Sham gap: 7.83 eV
* energy relative to the best compared isomer or geometry (same formula, charge and spin): 0.00 kcal per mole
* net charge: -1

---

# 8
This record from the Open Molecules 2025 dataset describes a molecular structure, C24H23BCo2NO6 in a non-equilibrium geometry. The level of theory is wB97M-V/def2-TZVPD.

Last column: Löwdin charge in e.
Positions of all 57 atoms, in Å:
O1 0.6533 3.2155 11.3677  0.125
C1 1.0961 3.8493 10.5037  -0.123
Co1 1.7542 4.8373 9.2180  0.075
C2 2.1179 4.4424 7.5451  -0.164
O2 2.3565 4.1143 6.4590  0.146
C3 0.0811 5.0451 8.6621  -0.184
O3 -1.0227 5.0498 8.3155  0.146
C4 2.9118 6.0691 9.9562  -0.203
C5 3.5161 4.9457 9.5137  -0.221
C6 4.7604 4.2167 9.5917  -0.141
C7 6.0205 4.7432 8.9015  -0.191
C8 7.2502 4.1721 9.2396  -0.058
C9 8.3707 4.4329 8.4647  -0.097
C10 8.2521 5.2487 7.3360  -0.107
C11 7.0163 5.7806 6.9711  -0.080
C12 5.8885 5.4926 7.7366  -0.025
Co2 1.9603 7.2850 8.7666  0.043
C13 0.2731 7.6530 8.9960  -0.213
O4 -0.8241 8.0023 9.1353  0.086
C14 2.1369 7.1588 7.0348  -0.217
O5 2.2487 7.1933 5.8862  0.086
C15 2.7669 8.7242 9.3071  -0.192
O6 3.2844 9.6922 9.6748  0.084
H1 3.0947 6.5520 10.9238  0.090
H2 4.9367 3.9047 10.6343  0.142
H3 7.2981 3.4932 10.0875  0.108
H4 9.3251 3.9849 8.7309  0.096
H5 9.1202 5.4463 6.7162  0.091
H6 6.8956 6.3670 6.0646  0.102
H7 4.8933 5.8007 7.4171  0.106
C16 6.1896 -2.9917 5.3988  -0.058
C17 5.4287 -3.2522 6.7053  -0.584
C18 4.3082 -4.2561 6.4288  -0.088
C19 6.3700 -3.8566 7.7573  -0.057
C20 4.8278 -1.9606 7.2445  -0.218
C21 3.4478 -1.8636 7.4491  -0.048
C22 2.9216 -0.7728 8.0921  -0.096
N1 3.7361 0.2048 8.5722  -0.105
B1 3.1450 1.2681 9.4045  -0.189
H8 4.6131 3.3234 9.0131  0.074
C23 5.0615 0.2145 8.2339  -0.090
C24 5.6261 -0.8548 7.5774  -0.033
H9 7.0310 -2.3081 5.5602  0.074
H10 6.5736 -3.9475 5.0177  0.077
H11 5.5171 -2.5522 4.6485  0.090
H12 3.7539 -4.4828 7.3445  0.084
H13 3.6088 -3.8684 5.6817  0.085
H14 4.7244 -5.1909 6.0494  0.079
H15 5.8232 -4.0260 8.6964  0.091
H16 6.7466 -4.8179 7.3831  0.076
H17 7.2167 -3.1898 7.9608  0.078
H18 2.7432 -2.6450 7.1610  0.096
H19 1.8529 -0.6509 8.2414  0.112
H20 2.3292 1.9107 8.7930  0.017
H21 3.6846 1.4822 10.4538  0.017
H22 5.6109 1.1098 8.5158  0.099
H23 6.6963 -0.8296 7.3717  0.109

Results
* Kohn-Sham gap: 2.57 eV
* energy relative to the best compared isomer or geometry (same formula, charge and spin): 51.60 kcal per mole
* net charge: -1

---

Q: Which of these has the highest Kohn-Sham gap?
A: C4H7NO2